(1)
A 2-piece molecular cluster, C2H5OS overall. Source: the OMol25 dataset; level of theory: wB97M-V/def2-TZVPD.

Each atom is followed by the atoms it is bonded to, with distances in Å.
Positions of all 9 atoms, in Å:
1 S 1.31 1.67 -0.44  H2 1.336
2 H 0.57 2.19 0.54  S1 1.336
3 C -1.86 -1.79 0.74  C4 1.345, H6 1.079, H7 1.084
4 C -0.89 -0.87 0.57  C3 1.345, O5 1.341, H8 1.100
5 O 0.00 -1.00 -0.42  C4 1.341, H9 1.035
6 H -2.53 -1.88 1.58  C3 1.079
7 H -1.81 -2.60 0.02  C3 1.084
8 H -1.03 0.19 0.81  C4 1.100
9 H 0.68 -0.22 -0.32  O5 1.035

- Lowest unoccupied orbital energy: 4.236 eV
- Charge: -1
- Multiplicity: 1
- Highest occupied orbital energy: -3.26 eV

---

(2)
A single C3H6N4 molecule. Source: the OMol25 dataset; level of theory: wB97M-V/def2-TZVPD.

Each atom is followed by the atoms it is bonded to, with distances in Å.
Positions of all 13 atoms, in Å:
1 C -0.01 1.18 2.07  C3 1.379, H8 1.063, H9 1.100
2 C -1.40 -0.69 -0.97  N6 1.265, H10 1.175, H11 1.136
3 C 0.31 1.12 0.73  C1 1.379, N4 1.419, H12 1.034
4 N 1.17 0.05 0.39  C3 1.419, N7 1.291
5 N 1.80 -1.32 -1.26  N7 1.260, H13 0.983
6 N -0.25 -0.58 -1.50  C2 1.265, N7 1.433
7 N 0.97 -0.52 -0.76  N4 1.291, N5 1.260, N6 1.433
8 H -0.75 1.83 2.46  C1 1.063
9 H 0.32 0.30 2.64  C1 1.100
10 H -2.24 -1.08 -1.70  C2 1.175
11 H -1.71 -0.63 0.12  C2 1.136
12 H 0.24 1.82 -0.03  C3 1.034
13 H 1.54 -1.49 -2.19  N5 0.983

- Lowest unoccupied orbital energy (spin up / spin down): -0.134 / -0.130 eV
- Charge: 0
- Multiplicity: 1
- Highest occupied orbital energy (spin up / spin down): -8.19 / -8.19 eV

---

(3)
An isolated ion of composition C3H5N2O and charge +1. Source: the OMol25 dataset; level of theory: wB97M-V/def2-TZVPD.

Each atom is followed by the atoms it is bonded to, with distances in Å.
Positions of all 11 atoms, in Å:
1 C 1.90 0.23 -0.14  C3 1.317, O6 1.127
2 C -0.32 0.83 0.71  C3 1.482, N5 1.419, H7 1.103, H8 1.194
3 C 0.63 0.49 -0.38  C1 1.317, C2 1.482, N5 1.671, H9 1.109
4 N -1.27 -1.14 -0.09  N5 1.330, H10 1.034, H11 1.001
5 N -0.25 -0.58 0.55  C2 1.419, C3 1.671, N4 1.330
6 O 2.92 -0.19 0.05  C1 1.127
7 H 0.10 1.26 1.63  C2 1.103
8 H -1.19 1.45 0.17  C2 1.194
9 H 0.30 0.35 -1.43  C3 1.109
10 H -1.14 -2.15 -0.29  N4 1.034
11 H -1.69 -0.56 -0.78  N4 1.001

- Lowest unoccupied orbital energy: -5.381 eV
- Charge: +1
- Multiplicity: 1
- Highest occupied orbital energy: -14.88 eV

---

(4)
A single C4H9N molecule. Source: the OMol25 dataset; level of theory: wB97M-V/def2-TZVPD.

Each atom is followed by the atoms it is bonded to, with distances in Å.
Positions of all 14 atoms, in Å:
1 C 1.43 0.49 -1.30  C2 1.506, H6 1.083, H7 1.095, H8 1.095
2 C 0.29 0.78 -0.36  C1 1.506, C3 1.330, H9 1.083
3 C -0.27 -0.12 0.44  C2 1.330, C4 1.501, N5 1.408
4 C -1.53 0.17 1.20  C3 1.501, H10 1.087, H11 1.089, H12 1.097
5 N 0.20 -1.44 0.53  C3 1.408, H13 1.006, H14 1.009
6 H 1.59 1.33 -1.97  C1 1.083
7 H 1.22 -0.44 -1.84  C1 1.095
8 H 2.35 0.30 -0.73  C1 1.095
9 H -0.16 1.76 -0.46  C2 1.083
10 H -2.40 -0.34 0.78  C4 1.087
11 H -1.38 0.05 2.27  C4 1.089
12 H -1.74 1.23 1.03  C4 1.097
13 H 0.95 -1.66 -0.11  N5 1.006
14 H -0.54 -2.12 0.53  N5 1.009

- Lowest unoccupied orbital energy: 1.117 eV
- Charge: 0
- SMILES: C/C=C(/C)N
- Multiplicity: 1
- Highest occupied orbital energy: -7.97 eV

---

(5)
A single C23H28N2O5 molecule. Source: the OMol25 dataset; level of theory: wB97M-V/def2-TZVPD.

Each atom is followed by the atoms it is bonded to, with distances in Å.
Positions of all 58 atoms, in Å:
1 C -5.32 -3.65 1.12  O2 1.407, H31 1.088, H32 1.095, H33 1.096
2 O -4.46 -2.54 1.23  C1 1.407, C3 1.409
3 C -3.49 -2.42 0.22  O2 1.409, C4 1.556, H34 1.096, H35 1.096
4 C -3.80 -1.37 -0.88  C3 1.556, C5 1.529, N6 1.451, H36 1.093
5 C -5.30 -1.16 -1.11  C4 1.529, H37 1.085, H38 1.088, H39 1.087
6 N -3.13 -0.11 -0.62  C4 1.451, C7 1.383, C29 1.358
7 C -2.09 0.36 -1.40  N6 1.383, C8 1.489, C9 1.360
8 C -1.57 -0.35 -2.60  C7 1.489, H40 1.087, H41 1.091, H42 1.091
9 C -1.67 1.55 -0.89  C7 1.360, C10 1.424, H43 1.071
10 C -2.47 1.83 0.25  C9 1.424, C11 1.443, C29 1.394
11 C -2.37 2.97 1.14  C10 1.443, O12 1.217, C13 1.532
12 O -3.22 3.28 1.96  C11 1.217
13 C -1.10 3.81 1.02  C11 1.532, O14 1.421, H44 1.095, H45 1.098
14 O 0.06 2.99 1.02  C13 1.421, C15 1.338
15 C 0.99 3.23 0.09  O14 1.338, O16 1.210, C17 1.479
16 O 0.93 4.13 -0.71  C15 1.210
17 C 2.10 2.25 0.16  C15 1.479, C18 1.392, C28 1.393
18 C 3.29 2.53 -0.52  C17 1.392, C19 1.379, H46 1.080
19 C 4.34 1.65 -0.49  C18 1.379, C20 1.398, H47 1.078
20 C 4.23 0.44 0.21  C19 1.398, N21 1.396, C27 1.398
21 N 5.30 -0.45 0.22  C20 1.396, C22 1.454, C25 1.370
22 C 6.42 -0.31 -0.70  N21 1.454, C23 1.529, H48 1.092, H49 1.097
23 C 7.14 -1.66 -0.62  C22 1.529, C24 1.522, H50 1.088, H51 1.091
24 C 6.84 -2.12 0.79  C23 1.522, C25 1.520, H52 1.088, H53 1.092
25 C 5.50 -1.48 1.11  N21 1.370, C24 1.520, O26 1.207
26 O 4.76 -1.80 2.01  C25 1.207
27 C 3.04 0.16 0.88  C20 1.398, C28 1.379, H54 1.077
28 C 1.99 1.05 0.86  C17 1.393, C27 1.379, H55 1.078
29 C -3.37 0.77 0.39  N6 1.358, C10 1.394, C30 1.482
30 C -4.40 0.60 1.44  C29 1.482, H56 1.091, H57 1.086, H58 1.087
31 H -5.99 -3.60 1.98  C1 1.088
32 H -5.91 -3.63 0.20  C1 1.095
33 H -4.75 -4.59 1.16  C1 1.096
34 H -2.55 -2.13 0.71  C3 1.096
35 H -3.33 -3.40 -0.26  C3 1.096
36 H -3.37 -1.75 -1.81  C4 1.093
37 H -5.83 -1.01 -0.17  C5 1.085
38 H -5.72 -2.03 -1.62  C5 1.088
39 H -5.45 -0.29 -1.74  C5 1.087
40 H -0.76 0.24 -3.03  C8 1.087
41 H -1.17 -1.33 -2.34  C8 1.091
42 H -2.34 -0.47 -3.37  C8 1.091
43 H -0.90 2.17 -1.31  C9 1.071
44 H -1.05 4.50 1.87  C13 1.095
45 H -1.13 4.40 0.09  C13 1.098
46 H 3.36 3.47 -1.06  C18 1.080
47 H 5.25 1.91 -1.00  C19 1.078
48 H 6.06 -0.09 -1.71  C22 1.092
49 H 7.08 0.50 -0.37  C22 1.097
50 H 8.20 -1.56 -0.83  C23 1.088
51 H 6.71 -2.35 -1.35  C23 1.091
52 H 6.78 -3.20 0.91  C24 1.088
53 H 7.57 -1.74 1.51  C24 1.092
54 H 2.95 -0.77 1.42  C27 1.077
55 H 1.07 0.82 1.37  C28 1.078
56 H -5.36 0.97 1.09  C30 1.091
57 H -4.50 -0.44 1.74  C30 1.086
58 H -4.12 1.21 2.30  C30 1.087

- Lowest unoccupied orbital energy: 0.522 eV
- Charge: 0
- SMILES: COC[C@@H](C)n1c(C)cc(C(=O)COC(=O)c2ccc(N3CCCC3=O)cc2)c1C
- Multiplicity: 1
- Highest occupied orbital energy: -7.94 eV

---

(6)
A 2-piece molecular cluster, H4N4O overall. Source: the OMol25 dataset; level of theory: wB97M-V/def2-TZVPD.

Each atom is followed by the atoms it is bonded to, with distances in Å.
Positions of all 9 atoms, in Å:
1 N -2.66 -0.57 -0.23  O5 1.158
2 N 0.72 -0.41 -0.22  N4 1.424, H6 1.019, H7 1.006
3 N -1.15 1.07 0.16  N4 1.307, H8 1.008
4 N 0.01 0.81 -0.38  N2 1.424, N3 1.307, H9 1.008
5 O -3.71 -0.15 -0.01  N1 1.158
6 H 1.02 -0.44 0.75  N2 1.019
7 H 0.17 -1.25 -0.22  N2 1.006
8 H -0.97 0.71 1.08  N3 1.008
9 H 0.13 1.23 -1.29  N4 1.008

- Expectation value of S²: 2.0069
- Lowest unoccupied orbital energy (spin up / spin down): 0.719 / -0.115 eV
- Charge: 0
- Multiplicity: 3
- Highest occupied orbital energy (spin up / spin down): -7.95 / -10.38 eV

---

(7)
An isolated ion of composition C3H6NO2 and charge +1. Source: the OMol25 dataset; level of theory: wB97M-V/def2-TZVPD.

Each atom is followed by the atoms it is bonded to, with distances in Å.
Positions of all 12 atoms, in Å:
1 C 1.73 -0.15 0.43  N4 1.476, H7 1.111
2 C -0.30 -1.90 -0.22  O5 1.232, H8 1.079
3 C -0.72 0.38 0.33  N4 1.618, O5 1.509, O6 1.276, H9 1.065
4 N 0.74 0.65 -0.32  C1 1.476, C3 1.618, H10 1.071, H11 1.001
5 O -1.12 -1.07 0.19  C2 1.232, C3 1.509
6 O -1.59 1.19 -0.11  C3 1.276, H12 0.992
7 H 2.38 -0.60 -0.36  C1 1.111
8 H -0.51 -2.95 -0.35  C2 1.079
9 H -0.53 0.34 1.38  C3 1.065
10 H 1.00 1.68 -0.22  N4 1.071
11 H 0.90 0.59 -1.30  N4 1.001
12 H -1.99 1.83 0.54  O6 0.992

- Lowest unoccupied orbital energy (spin up / spin down): -5.399 / -5.401 eV
- Charge: +1
- Multiplicity: 1
- Highest occupied orbital energy (spin up / spin down): -13.54 / -13.54 eV

---

(8)
A 2-piece molecular cluster, C4H12N2O2 overall. Source: the OMol25 dataset; level of theory: wB97M-V/def2-TZVPD.

Each atom is followed by the atoms it is bonded to, with distances in Å.
Positions of all 20 atoms, in Å:
1 N -1.67 0.64 1.58  C2 1.529, H8 1.001, H9 0.985
2 C -1.57 1.42 0.27  N1 1.529, C3 1.524, H10 1.091, H11 1.090
3 C -1.69 0.63 -1.03  C2 1.524, C4 1.570, H12 1.110, H13 1.097
4 C -0.89 -0.68 -1.33  C3 1.570, C5 1.487, H14 1.076, H15 1.107
5 C 0.48 -0.67 -0.74  C4 1.487, N6 1.340, O7 1.220
6 N 1.49 -0.30 -1.54  C5 1.340, H16 1.031, H17 1.017
7 O 0.66 -1.04 0.41  C5 1.220
8 H -1.35 -0.31 1.50  N1 1.001
9 H -2.48 0.97 2.03  N1 0.985
10 H -0.61 1.91 0.42  C2 1.091
11 H -2.19 2.31 0.37  C2 1.090
12 H -1.51 1.34 -1.87  C3 1.110
13 H -2.70 0.32 -1.34  C3 1.097
14 H -1.10 -1.04 -2.32  C4 1.076
15 H -1.52 -1.34 -0.70  C4 1.107
16 H 2.44 -0.25 -1.16  N6 1.031
17 H 1.39 0.09 -2.47  N6 1.017
18 O 2.86 -0.14 1.87  H19 0.964, H20 0.969
19 H 3.12 -0.75 2.57  O18 0.964
20 H 1.97 -0.44 1.63  O18 0.969

- Lowest unoccupied orbital energy: 0.742 eV
- Charge: 0
- SMILES: NCCCC(N)=O.O
- Multiplicity: 1
- Highest occupied orbital energy: -8.68 eV

---

For each record above, in turn, the calculated relative energy (zero: lowest compared OMol25 entry of this formula, charge and spin) values are 0.543 6.045 4.434 0.199 1.728 0.000 7.807 1.664 eV.